Run A
This record from OMol25 describes an isolated molecule of C8H8. The level of theory is wB97M-V/def2-TZVPD.

The geometry in XYZ format:
```
16
C8H8 (wB97M-V/def2-TZVPD)
C -0.665 2.403 0.151
C -0.362 1.169 0.116
C -0.062 -0.272 -0.002
C 1.114 -0.692 1.112
C 2.179 -0.242 -0.111
C 1.082 -0.318 -1.071
C -1.419 -0.751 -0.179
C -2.644 -1.096 0.021
H -1.401 3.353 -0.009
H 1.123 -0.209 2.161
H 0.898 -1.730 1.402
H 2.406 0.779 0.167
H 3.078 -0.859 -0.236
H 0.969 -1.274 -1.588
H 0.964 0.539 -1.926
H -3.363 -1.802 -0.192
```

SMILES: C#CC1(C#C)CCC1
Lowest unoccupied orbital energy: 0.829 eV
Orbital gap: 10.2 eV
HOMO energy: -9.33 eV

These are the Mulliken partial charges, in e, on atoms 1 to 5:
1 C 0.02
2 C -0.98
3 C 1.92
4 C -0.80
5 C -0.51

=====

Run B
This record from OMol25 describes an isolated molecule of C8H8. The level of theory is wB97M-V/def2-TZVPD.

The geometry in XYZ format:
```
16
C8H8 (wB97M-V/def2-TZVPD)
C -0.467 -2.271 -1.050
C -0.435 -1.083 -0.458
C 0.175 -3.333 -0.919
C -0.647 -0.438 0.770
C -1.143 -0.480 1.992
C 0.134 0.282 -0.278
C -0.518 1.406 -1.063
C 1.631 0.433 -0.092
H -1.682 -1.346 2.343
H -1.029 0.342 2.678
H -0.154 2.369 -0.708
H -1.600 1.381 -0.954
H -0.274 1.316 -2.121
H 2.123 0.533 -1.058
H 2.043 -0.435 0.418
H 1.842 1.322 0.500
```

Lowest unoccupied orbital energy: -1.438 eV
Orbital gap: 7.9 eV
HOMO energy: -9.36 eV

These are the Mulliken partial charges, in e, on atoms 1 to 5:
1 C -0.38
2 C 0.20
3 C -0.36
4 C 0.11
5 C -0.80

=====

Run C
This record from OMol25 describes an isolated molecule of C8H8. The level of theory is wB97M-V/def2-TZVPD.

The geometry in XYZ format:
```
16
C8H8 (wB97M-V/def2-TZVPD)
C -1.265 -1.682 -2.668
C -0.693 -1.085 -1.764
C -0.331 -0.350 -0.476
C -0.181 -0.930 0.737
C 0.114 -0.036 2.176
C 0.856 1.232 1.756
C 1.032 1.601 0.466
C 0.222 0.956 -0.711
H -1.791 -1.816 -3.569
H -0.426 -2.024 0.952
H 0.516 -0.850 3.088
H -0.907 0.072 2.524
H 1.496 1.709 2.537
H 2.055 2.182 0.243
H 0.980 0.970 -1.603
H -0.445 1.519 -1.270
```

SMILES: C#CC1=CCC=CC1
Lowest unoccupied orbital energy: 0.884 eV
Orbital gap: 9.8 eV
HOMO energy: -8.90 eV

These are the Mulliken partial charges, in e, on atoms 1 to 5:
1 C -0.07
2 C -0.92
3 C 0.53
4 C -0.40
5 C -0.59

=====

Which one sits at the top of the stability order? run C does.

=====

Run A
This record from OMol25 describes an isolated molecule of C18H25NO3. The level of theory is wB97M-V/def2-TZVPD.

The geometry in XYZ format:
```
47
C18H25NO3 (wB97M-V/def2-TZVPD)
C 3.205 -3.398 5.181
C 3.078 -3.005 3.714
C 3.208 -4.217 2.794
C 3.244 -3.857 1.308
C 1.993 -3.158 0.774
C 0.737 -4.024 0.856
C -0.503 -3.331 0.290
C -0.449 -3.111 -1.225
O 0.427 -2.076 -1.625
C 0.093 -0.780 -1.401
C 1.088 0.156 -1.696
C 0.860 1.503 -1.524
C -0.362 1.961 -1.046
C -1.354 1.032 -0.765
C -1.135 -0.324 -0.932
H -1.936 -1.010 -0.703
H -2.319 1.360 -0.405
C -0.619 3.440 -0.867
C -1.658 3.851 -1.904
O -1.537 3.903 -3.095
N -2.821 4.127 -1.216
C -2.716 4.083 0.158
O -3.624 4.264 0.921
C -1.265 3.790 0.476
H -1.189 2.988 1.209
H -0.827 4.686 0.919
H -3.686 4.360 -1.687
H 0.309 3.986 -1.046
H 1.641 2.209 -1.763
H 2.035 -0.204 -2.064
H -0.051 -4.005 -1.715
H -1.456 -2.926 -1.619
H -0.634 -2.369 0.790
H -1.381 -3.945 0.504
H 0.906 -4.959 0.317
H 0.535 -4.274 1.900
H 2.172 -2.894 -0.269
H 1.827 -2.228 1.321
H 4.103 -3.205 1.129
H 3.404 -4.774 0.734
H 2.388 -4.910 2.991
H 4.137 -4.740 3.037
H 2.111 -2.524 3.558
H 3.856 -2.279 3.464
H 2.432 -4.115 5.451
H 4.174 -3.853 5.373
H 3.102 -2.526 5.822
```

SMILES: CCCCCCCCOc1ccc([C@@H]2CC(=O)NC2=O)cc1
Lowest unoccupied orbital energy: 0.710 eV
Orbital gap: 9.3 eV
HOMO energy: -8.57 eV

These are the Mulliken partial charges, in e, on atoms 1 to 5:
1 C -1.38
2 C -0.15
3 C -0.65
4 C -1.06
5 C -0.20

=====

Run B
This record from OMol25 describes an isolated molecule of C18H25NO3. The level of theory is wB97M-V/def2-TZVPD.

The geometry in XYZ format:
```
47
C18H25NO3 (wB97M-V/def2-TZVPD)
C -3.230 -1.996 1.472
H -2.645 -1.457 2.214
H -4.282 -1.851 1.710
H -3.002 -3.057 1.555
C -2.946 -1.497 0.049
C -3.169 -0.002 -0.024
C -4.390 0.531 -0.413
C -4.592 1.897 -0.500
C -3.562 2.765 -0.193
C -2.342 2.263 0.221
C -2.141 0.891 0.314
N -0.910 0.399 0.787
C 0.317 0.925 0.534
O 0.499 1.939 -0.105
C 1.450 0.148 1.200
H 1.704 0.705 2.107
H 1.106 -0.845 1.498
C 2.716 0.004 0.343
C 3.869 -0.584 1.173
H 3.770 -1.658 1.329
H 3.884 -0.101 2.151
C 5.138 -0.222 0.400
H 5.985 -0.087 1.073
H 5.399 -1.020 -0.295
C 4.799 1.073 -0.362
H 5.404 1.908 -0.012
H 4.997 0.954 -1.427
C 3.309 1.343 -0.114
H 2.808 1.731 -0.996
H 3.183 2.074 0.685
C 2.442 -0.926 -0.862
C 1.219 -0.515 -1.636
O 0.122 -0.993 -1.480
O 1.473 0.429 -2.538
H 0.653 0.744 -2.951
H 3.301 -0.902 -1.529
H 2.281 -1.944 -0.502
H -0.939 -0.539 1.157
H -1.535 2.931 0.470
H -3.705 3.833 -0.264
H -5.553 2.279 -0.812
H -5.203 -0.131 -0.664
C -3.793 -2.283 -0.952
H -4.845 -2.281 -0.675
H -3.688 -1.863 -1.949
H -3.457 -3.317 -0.978
H -1.900 -1.694 -0.210
```

SMILES: CC(C)c1ccccc1NC(=O)CC1(CC(=O)O)CCCC1
Lowest unoccupied orbital energy: 0.654 eV
Orbital gap: 9.0 eV
HOMO energy: -8.34 eV

These are the Mulliken partial charges, in e, on atoms 1 to 5:
1 C -1.34
2 H 0.41
3 H 0.37
4 H 0.34
5 C 0.94

=====

Which one sits at the top of the stability order? run B does.

=====

Run A
This record from OMol25 describes a structure of composition C3H3BrCl2. The level of theory is wB97M-V/def2-TZVPD.

The geometry in XYZ format:
```
9
C3H3BrCl2 (wB97M-V/def2-TZVPD)
C 1.075 0.130 0.044
C -0.333 0.171 0.587
C -0.009 -0.664 -0.619
Cl -1.072 -0.282 2.050
Cl -0.042 -2.408 -0.560
Br -0.601 -0.157 -2.383
H 1.343 1.141 -0.481
H 1.763 -0.272 0.767
H -2.123 2.342 0.594
```

Lowest unoccupied orbital energy (alpha / beta): -0.162 / -1.120 eV
Orbital gap (alpha / beta): 8.9 / 9.1 eV
HOMO energy (alpha / beta): -9.05 / -10.17 eV

These are the Mulliken partial charges, in e, on atoms 1 to 5:
1 C -0.51
2 C 0.01
3 C 0.31
4 Cl -0.08
5 Cl -0.17

=====

Run B
This record from OMol25 describes a cluster of 2 separate species, C3H3BrCl2 in total. The level of theory is wB97M-V/def2-TZVPD.

The geometry in XYZ format:
```
9
C3H3BrCl2 (wB97M-V/def2-TZVPD)
C -0.532 -0.408 -0.731
C -0.525 0.310 0.609
C 0.723 0.129 -0.152
Cl -1.336 1.585 1.250
Cl 1.318 1.641 -0.951
Br 2.033 -1.090 0.628
H -0.418 -1.433 -0.799
H -0.917 0.087 -1.661
H -0.347 -0.822 1.806
```

Lowest unoccupied orbital energy: -0.088 eV
Orbital gap: 9.7 eV
HOMO energy: -9.83 eV

These are the Mulliken partial charges, in e, on atoms 1 to 5:
1 C -0.55
2 C -0.26
3 C 0.44
4 Cl -0.10
5 Cl -0.18

=====

Run C
This record from OMol25 describes a cluster of 2 separate species, C3H3BrCl2 in total. The level of theory is wB97M-V/def2-TZVPD.

The geometry in XYZ format:
```
9
C3H3BrCl2 (wB97M-V/def2-TZVPD)
C 1.976 -0.962 -0.008
C 1.731 0.170 0.540
C -0.814 -0.300 1.835
Cl 3.566 -1.821 -0.281
Cl 2.826 1.362 0.975
Br -1.347 -1.320 0.368
H 1.052 -1.519 -0.365
H -0.959 0.688 1.710
H -0.089 -0.752 2.372
```

Lowest unoccupied orbital energy (alpha / beta): -0.617 / -1.743 eV
Orbital gap (alpha / beta): 9.2 / 7.1 eV
HOMO energy (alpha / beta): -9.83 / -8.88 eV

These are the Mulliken partial charges, in e, on atoms 1 to 5:
1 C -0.01
2 C 0.11
3 C -0.75
4 Cl -0.17
5 Cl -0.12

=====

Which one sits at the top of the stability order? run B does.

=====

Run A
This record from OMol25 describes a cluster of 2 separate species, C3H11NO in total. The level of theory is wB97M-V/def2-TZVPD.

The geometry in XYZ format:
```
16
C3H11NO (wB97M-V/def2-TZVPD)
C -1.731 -1.474 0.582
C -2.998 -0.800 0.042
H -0.934 -0.734 0.654
H -1.847 -1.841 1.599
H -1.432 -2.279 -0.089
H -3.738 -0.578 0.808
H -3.524 -1.488 -0.629
H -2.784 0.103 -0.519
N 1.557 0.852 1.002
C 1.465 1.298 -0.360
O 1.705 0.274 -1.339
H 2.478 0.997 1.385
H 1.248 -0.094 1.175
H 2.239 2.057 -0.500
H 0.477 1.688 -0.576
H 2.215 -0.419 -0.908
```

SMILES: NCO.CC
Lowest unoccupied orbital energy: 0.968 eV
Orbital gap: 10.7 eV
HOMO energy: -9.70 eV

These are the Mulliken partial charges, in e, on atoms 1 to 5:
1 C -0.37
2 C -0.86
3 H -0.15
4 H 0.32
5 H 0.28

=====

Run B
This record from OMol25 describes a cluster of 2 separate species, C3H11NO in total. The level of theory is wB97M-V/def2-TZVPD.

The geometry in XYZ format:
```
16
C3H11NO (wB97M-V/def2-TZVPD)
C -0.716 1.231 -0.940
N 2.846 -0.140 -0.089
H -0.272 1.848 -0.159
H -1.810 1.215 -0.881
H -0.503 1.593 -1.944
H 3.501 -0.146 -0.858
H 2.900 0.756 0.373
H 1.911 -0.203 -0.492
C -0.902 -1.006 -0.075
O -0.149 -0.068 -0.829
C -1.084 -0.612 1.394
H -1.916 -1.047 -0.489
H -0.357 -1.939 -0.171
H -1.949 -1.156 1.767
H -0.187 -0.781 1.976
H -1.312 0.454 1.416
```

SMILES: CCOC.N
Lowest unoccupied orbital energy: 0.994 eV
Orbital gap: 10.6 eV
HOMO energy: -9.62 eV

These are the Mulliken partial charges, in e, on atoms 1 to 5:
1 C -0.77
2 N -0.73
3 H 0.27
4 H 0.36
5 H 0.25

=====

Which one sits at the top of the stability order? run A does.

=====

Run A
This record from OMol25 describes a cluster of 2 separate species, C3H11NO in total. The level of theory is wB97M-V/def2-TZVPD.

The geometry in XYZ format:
```
16
C3H11NO (wB97M-V/def2-TZVPD)
C 0.139 -1.523 -0.951
C -0.144 -0.045 -1.121
N 0.086 0.745 0.078
C 1.426 1.279 0.266
H 1.088 -1.737 -0.452
H 0.213 -2.049 -1.870
H -0.672 -2.047 -0.431
H -1.196 0.094 -1.380
H 0.514 0.422 -1.856
H -0.253 0.363 0.952
H 2.118 0.898 -0.494
H 1.444 2.368 0.129
H 1.754 1.099 1.289
H -2.411 0.825 1.934
H -2.204 -0.737 1.723
O -1.902 0.047 2.184
```

SMILES: CCNC.O
Lowest unoccupied orbital energy: 0.867 eV
Orbital gap: 8.9 eV
HOMO energy: -8.05 eV

These are the Mulliken partial charges, in e, on atoms 1 to 5:
1 C -0.99
2 C -0.46
3 N -0.23
4 C -0.90
5 H 0.28

=====

Run B
This record from OMol25 describes a cluster of 3 separate species, C3H11NO in total. The level of theory is wB97M-V/def2-TZVPD.

The geometry in XYZ format:
```
16
C3H11NO (wB97M-V/def2-TZVPD)
C -0.687 0.776 -0.156
C 0.552 0.422 0.645
C 1.750 1.109 0.080
N -1.066 -0.257 -1.116
H 0.954 -1.557 0.125
H -0.444 1.873 -0.523
H 0.728 -0.688 0.218
H 0.487 0.332 1.787
H 1.957 2.184 0.332
H 1.588 1.053 -1.008
H 2.549 0.426 0.395
H -0.094 -0.670 -1.405
H -1.552 0.966 0.498
H -2.940 -2.055 0.363
H -1.715 -1.519 -0.328
O -2.066 -2.393 0.095
```

Lowest unoccupied orbital energy: -2.424 eV
Orbital gap: 5.5 eV
HOMO energy: -7.90 eV

These are the Mulliken partial charges, in e, on atoms 1 to 5:
1 C -0.44
2 C 0.36
3 C -1.11
4 N -0.75
5 H 0.54

=====

Which one sits at the top of the stability order? run A does.